C34H33Cl5N3OPSbSe4SiTl | ωB97M-V/def2-TZVPD

Each line ends with the Mulliken charge.
Element x y z (Å)
Tl -0.2079 0.1387 -0.4297  1.146
C 1.9193 4.9834 5.6491  -0.432
C 1.9038 3.5944 5.5709  -0.635
C 1.5491 2.9657 4.3896  -0.207
C 1.2166 3.7043 3.2491  0.243
C 1.2415 5.0926 3.3411  -0.275
C 1.5881 5.7277 4.5292  -0.669
P 0.5611 2.8041 1.7817  0.393
C 0.6019 4.0767 0.4669  0.413
C 1.5605 4.1243 -0.5413  -0.274
C 1.4307 5.0181 -1.5975  -0.768
C 0.3459 5.8789 -1.6551  -0.468
C -0.6188 5.8419 -0.6545  -0.741
C -0.4962 4.9369 0.3873  -0.192
C 1.9766 1.7385 1.3216  0.452
C 3.2892 2.0205 1.7166  0.030
C 4.3534 1.2800 1.2281  -0.767
C 4.1138 0.2661 0.3059  -0.988
C 2.8159 -0.0160 -0.0897  -0.550
C 1.7363 0.6978 0.4304  -0.112
H 2.1842 5.4765 6.5762  0.360
H 2.1626 2.9992 6.4380  0.369
H 1.5316 1.8827 4.3456  0.370
H 0.9984 5.6884 2.4700  0.305
H 1.6009 6.8099 4.5725  0.385
H 2.4026 3.4426 -0.5203  0.339
H 2.1646 5.0133 -2.3930  0.411
H 0.2309 6.5486 -2.4975  0.370
H -1.4853 6.4896 -0.7069  0.424
H -1.2808 4.8711 1.1355  0.426
H 3.4786 2.8375 2.4011  0.374
H 5.3646 1.5136 1.5384  0.378
H 4.9358 -0.2967 -0.1186  0.422
H 2.6491 -0.8005 -0.8171  0.452
Cl -2.3422 0.6366 2.1546  -0.114
C -2.7236 1.6762 0.7998  1.157
C -1.8987 1.6879 -0.3101  -1.675
C -2.2519 2.5292 -1.3441  0.943
Cl -1.2247 2.6280 -2.7496  -0.066
C -3.3950 3.3287 -1.3017  -0.292
Cl -3.8221 4.3491 -2.6319  -0.208
C -4.1970 3.3073 -0.1657  0.340
Cl -5.6095 4.3081 -0.0750  -0.237
C -3.8561 2.4794 0.9016  -0.346
Cl -4.8447 2.4721 2.3273  -0.234
C -4.7307 -1.4899 -0.0042  -1.276
Si -3.0668 -2.2900 -0.3273  0.453
C -3.2514 -3.1725 -1.9898  -1.249
C -2.8392 -3.5930 1.0322  -1.104
O -1.8568 -1.2553 -0.3511  -0.228
H -5.5171 -2.2516 -0.0131  0.421
H -4.9599 -0.7576 -0.7824  0.282
H -4.7627 -0.9777 0.9637  0.265
H -3.4857 -4.2364 -1.8848  0.344
H -2.3376 -3.0714 -2.5809  0.293
H -4.0543 -2.7159 -2.5741  0.370
H -3.1499 -4.5920 0.7134  0.289
H -3.4197 -3.3334 1.9217  0.412
H -1.7879 -3.6385 1.3270  0.194
N 1.5493 -2.9772 -2.9608  -0.544
C 1.0627 -1.9308 -2.9785  0.229
Se 1.1507 2.4676 -5.9315  -0.608
Sb 2.0222 0.2439 -5.7488  0.759
Se 0.9156 -1.5665 -6.8317  -0.605
Se 4.1894 -0.0678 -4.8060  -0.617
Se 0.2503 -0.2465 -3.0878  -0.105
N 0.8258 -2.3701 -0.0187  -0.469
C 0.7325 -3.5156 0.0493  0.037
N 0.5260 -4.8122 -0.0793  0.253
C -0.3036 -5.3081 -1.1762  -0.208
C 0.5413 -6.1613 -2.1085  -0.634
C 1.2569 -7.2630 -1.3256  -0.724
C 2.1035 -6.6562 -0.2068  -0.558
C 1.2359 -5.8032 0.7121  -0.853
H -0.7383 -4.4538 -1.6912  -0.114
H -1.1228 -5.8952 -0.7419  0.282
H 1.2753 -5.5130 -2.5945  0.308
H -0.0971 -6.5844 -2.8876  0.360
H 1.8832 -7.8574 -1.9935  0.364
H 0.5144 -7.9427 -0.8882  0.278
H 2.8677 -6.0115 -0.6497  0.282
H 2.6104 -7.4314 0.3744  0.372
H 1.8236 -5.2908 1.4719  0.458
H 0.4918 -6.4305 1.2201  0.339

Forces on atoms 1 to 2 (eV/Å):
Tl -0.4 0.3 0.0
C 0.0 0.0 0.0

## Properties
**Frontier orbital gap**: 6.13 eV
**Total charge**: -2
**HOMO**: -2.43 eV
**Molecular weight**: 1377.97 g mol⁻¹

C34H33CoGeN8SSe | ωB97M-V/def2-TZVPD

Each line ends with the Mulliken spin population.
Element x y z (Å)
Co 0.7429 0.6925 1.5628  1.913
N 2.5532 -1.6082 2.6035  0.000
C 3.6383 -1.2469 1.7283  0.048
C 3.4473 -0.7432 0.4505  -0.008
N 2.2848 -0.5723 -0.2223  0.091
C 1.2827 -1.5477 1.8418  -0.082
C 0.1844 -2.3122 2.4016  -0.002
N -0.4542 -3.3047 1.7499  -0.008
C -1.3516 -3.8175 2.6126  0.002
C -1.3027 -3.1510 3.8443  -0.007
N -0.2985 -2.1770 3.7087  -0.004
H 2.5158 -0.8410 3.2882  0.006
H 4.6263 -1.4502 2.1262  0.003
H 4.4090 -0.5571 -0.0490  -0.001
H -1.9494 -4.7190 2.3337  0.000
H -1.8726 -3.2664 4.7283  -0.001
H -0.0745 -1.4258 4.3373  0.001
S 0.0161 1.3031 3.8287  0.029
C 1.7075 1.5867 3.9290  -0.003
N 2.1416 2.0246 5.1267  0.127
C 3.5099 1.9349 5.4287  0.588
C 4.3456 1.9271 4.2942  -0.240
C 3.8553 1.6659 3.0516  0.480
N 2.4554 1.3926 2.8654  0.007
H 1.5424 1.9998 5.9613  -0.008
H 3.9676 2.1899 6.3876  0.032
H 5.4042 2.0298 4.4166  -0.024
H 4.4175 1.3433 2.2333  0.044
C 1.6214 4.8064 -2.0082  0.001
N 0.2426 4.4507 -1.6503  -0.002
C -0.8810 4.8898 -2.2925  -0.001
C -1.9054 4.3189 -1.6672  0.001
N -1.3961 3.5675 -0.6634  0.000
C -2.1642 2.5847 0.1548  -0.008
C -0.0350 3.6671 -0.6074  0.000
Se 1.3308 2.7839 0.3452  0.007
H 1.5409 5.5798 -2.7383  0.000
H 2.1279 3.9453 -2.4087  -0.002
H 2.1143 5.1039 -1.0283  0.000
H -0.7232 5.4478 -3.1903  0.000
H -2.9627 4.2539 -1.9572  0.000
H -2.0360 1.5653 -0.2295  0.014
H -3.1873 2.9082 0.2574  0.000
H -1.7022 2.5184 1.1297  0.000
C 1.2848 -1.0999 0.5404  0.002
Ge -0.2774 -1.1678 -0.6670  -0.110
C -2.2056 -1.4584 -0.2225  -0.039
C -2.8697 -0.6967 0.8026  0.058
C -4.2177 -0.8054 0.9971  0.003
C -4.9793 -1.7210 0.2375  0.000
C -4.3558 -2.5252 -0.6980  0.000
C -3.0207 -2.3979 -0.9159  0.004
C -0.4147 0.4041 -1.9938  0.016
C 0.7536 1.0395 -2.5703  0.013
C 0.5934 1.7328 -3.7346  0.000
C -0.6012 1.8115 -4.4332  -0.001
C -1.7469 1.2292 -3.8866  0.000
C -1.6367 0.5046 -2.6966  0.008
C 0.2114 -2.5704 -1.9492  -0.001
C 0.9546 -3.6482 -1.5060  -0.002
C 1.0122 -4.8519 -2.2228  0.003
C 0.2988 -4.9336 -3.4500  -0.001
C -0.3038 -3.7961 -3.9819  0.001
C -0.3934 -2.6394 -3.2283  0.007
H -2.3205 0.0130 1.4374  0.039
H -4.7487 -0.2126 1.7607  0.000
H -6.0617 -1.7686 0.4453  0.000
H -4.9297 -3.2935 -1.1557  0.000
H -2.5854 -3.1127 -1.5060  0.000
H 1.6854 1.0200 -2.0873  0.005
H 1.5385 2.1392 -4.1938  0.000
H -0.6502 2.3785 -5.3592  0.000
H -2.7185 1.3119 -4.4137  0.000
H -2.4967 -0.0318 -2.2840  0.001
H 1.4330 -3.5197 -0.5482  0.002
H 1.6481 -5.6121 -1.9072  0.000
H 0.1929 -5.8616 -3.9734  0.000
H -0.8981 -3.8380 -4.9183  0.000
H -0.9034 -1.7631 -3.7332  0.000

Forces on atoms 1 to 2 (eV/Å):
Co 0.7 -0.2 -0.1
N -0.5 0.7 0.3

## Properties
**Frontier orbital gap (spin up / spin down)**: 5.02 / 5.29 eV
**⟨S²⟩**: 3.802
**Total charge**: -1
**HOMO (spin up / spin down)**: -2.57 / -2.85 eV
**Spin multiplicity**: 4
**Molecular weight**: 796.26 g mol⁻¹

C34H33N10O6S2V | ωB97M-V/def2-TZVPD

Each line ends with the Mulliken spin population.
Element x y z (Å)
V 0.3030 -0.1660 0.0097  1.485
O -0.4939 2.5380 -4.0547  -0.001
C -0.0607 1.9024 -3.1310  0.001
O -0.1600 2.3466 -1.8844  0.004
C 0.5409 0.5472 -3.3456  0.013
C 0.9788 0.2042 -4.6131  -0.003
C 1.4832 -1.0702 -4.8231  0.002
C 1.4757 -1.9731 -3.7727  0.003
C 0.9638 -1.5551 -2.5592  0.029
N 0.5464 -0.3099 -2.3248  -0.013
C 0.7239 -2.4663 -1.3786  0.002
O 1.3540 -3.4737 -1.1769  -0.004
O -0.2458 -1.9571 -0.6672  0.000
H 0.9064 0.9385 -5.4020  0.000
H 1.8537 -1.3599 -5.7972  0.000
H 1.8322 -2.9888 -3.8697  0.000
N -1.4029 -2.4535 1.9204  0.005
C -0.1145 -2.4409 2.2963  0.002
N 0.2532 -3.1974 3.3231  0.007
C 1.5483 -3.1489 3.6365  -0.003
N 1.9549 -3.8677 4.6980  0.000
N 2.4855 -2.4330 2.9895  0.011
C 2.0016 -1.6996 2.0090  0.019
N 0.7336 -1.6242 1.6329  -0.039
C 2.8688 -0.8432 1.2014  0.100
C 4.2134 -0.9464 1.2035  -0.173
C 4.9837 -0.1905 0.2447  0.057
C 4.3780 0.8014 -0.4098  -0.130
C 2.9532 1.1519 -0.0817  0.108
N 2.1636 -0.0005 0.3465  -0.299
H -1.9806 -3.1514 2.3585  0.000
H -1.6034 -2.2117 0.9604  0.009
H 1.3138 -4.5274 5.1012  0.000
H 2.9413 -3.9726 4.8541  0.000
H 4.6734 -1.6587 1.8732  -0.003
H 6.0196 -0.4425 0.0659  0.002
H 4.9070 1.4072 -1.1332  -0.006
H 2.9695 1.8629 0.7645  -0.074
O 0.1344 0.1444 4.2077  0.001
C -1.1736 0.4460 4.4477  0.002
C -1.6426 0.5244 5.7587  0.000
C -2.9672 0.8114 6.0215  0.000
C -3.8557 1.0190 4.9714  0.000
C -3.3925 0.9393 3.6741  -0.002
C -2.0493 0.6743 3.3802  -0.003
C -1.6423 0.5876 1.9526  -0.011
O -0.3850 0.6708 1.6436  0.014
N -2.5740 0.4531 1.0642  0.010
N -2.0032 0.1667 -0.1903  -0.021
C -2.8269 0.4166 -1.1440  0.034
S -2.5765 -0.1920 -2.7632  0.007
C -4.2134 0.2759 -3.3816  0.000
C -4.6439 1.5269 -2.6451  0.000
S -4.3301 1.2742 -0.8764  0.005
H 0.5552 -0.0949 5.0421  0.000
H -0.9509 0.3433 6.5744  0.000
H -3.3091 0.8626 7.0467  0.000
H -4.8985 1.2266 5.1661  0.000
H -4.0692 1.0751 2.8404  0.000
H -4.9086 -0.5455 -3.2139  0.000
H -4.1190 0.4580 -4.4513  0.000
H -5.7090 1.7179 -2.7690  0.000
H -4.0802 2.3935 -2.9891  0.000
C -2.0708 4.6352 2.3948  0.000
N -0.6974 4.3658 1.8819  0.000
C 0.1841 3.7752 2.9376  0.000
C -0.7653 3.5667 0.5961  -0.003
C 0.5895 3.2214 0.0425  0.105
C 1.4814 4.2210 -0.0322  -0.009
C 2.6355 4.2152 -0.9124  0.005
C 2.9370 3.1031 -1.5713  -0.014
C 2.2186 1.8328 -1.2368  -0.052
C 0.7500 1.9524 -0.7794  -0.202
H -2.0063 5.3420 3.2184  0.000
H -2.4955 3.6992 2.7418  0.000
H -2.6713 5.0458 1.5867  0.000
H -0.2927 5.2685 1.6376  0.000
H -0.0870 2.7356 3.0810  -0.001
H 0.0483 4.3520 3.8495  0.000
H 1.2129 3.8288 2.5984  -0.001
H -1.2946 4.2179 -0.1028  0.000
H -1.3928 2.7053 0.7708  0.007
H 1.2820 5.1648 0.4730  -0.001
H 3.1712 5.1407 -1.0748  0.000
H 3.7324 3.0877 -2.3060  -0.001
H 2.3075 1.1521 -2.0777  0.018

Forces on atoms 1 to 2 (eV/Å):
V -0.9 0.5 -0.4
O 0.0 0.0 0.0

## Properties
**Frontier orbital gap (spin up / spin down)**: 6.44 / 7.75 eV
**⟨S²⟩**: 1.142
**Total charge**: +1
**HOMO (spin up / spin down)**: -10.06 / -10.18 eV
**Spin multiplicity**: 2
**Molecular weight**: 792.78 g mol⁻¹

| no. | E_tot (eV) |
| --- | --- |
| 1 | -394710.980 |
| 2 | -218036.727 |
| 3 | -110334.610 |